Computed, not measured: the molecule C2H4NO2P, with the ωB97M-V functional and the def2-TZVPD basis.

Geometry as XYZ:
```
10
Properties=species:S:1:pos:R:3:forces:R:3
C -0.391511 0.431675 -0.752440 -0.971 0.053 -1.681
C -0.363484 0.491829 0.761061 0.567 1.558 1.357
N -1.293119 -0.379185 0.176656 -1.957 -0.617 -0.835
O 2.288370 0.856766 0.181611 0.840 0.226 -0.282
O 1.562452 -1.741129 -0.080051 -0.035 4.327 0.687
P 1.152181 -0.032485 0.039339 -0.223 -2.945 -0.611
H -0.845347 1.118060 -1.561935 1.024 -1.038 1.797
H -0.511846 1.419999 1.309948 -0.260 -0.483 0.225
H -2.318394 -0.052681 0.212567 2.278 -0.090 -0.332
H 0.720699 -2.112850 -0.286760 -1.264 -0.991 -0.324
```
Positions in Å, forces in eV/Å.

Computed properties:
- Strongest force on any atom: 4.38 eV/A
- Structure (SMILES): O=[P@@]1(O)[C@@H]2N[C@@H]21
- Spin multiplicity: 1
- Kohn-Sham gap: 10.24 eV
- E_tot: -625.1203 Ha
- Energy above the lowest of the compared OMol25 structures with the same formula, charge and spin: 291.2 kJ/mol
- E_LUMO: 0.0231 Ha

Computed, not measured: the molecule C2H4NO2P, with the ωB97M-V functional and the def2-TZVPD basis.

Geometry as XYZ:
```
10
Properties=species:S:1:pos:R:3:forces:R:3
C 0.477540 -1.012946 -0.882165 -1.086 0.817 -0.188
C 0.004137 0.317392 1.525579 1.809 0.454 -3.189
N -1.003135 0.699037 -1.143983 -3.457 2.960 -1.035
O -0.699200 -0.521021 -1.222095 3.099 -2.691 -0.074
O -0.033975 1.627611 -0.796288 1.108 -0.485 0.273
P -0.961358 1.383004 0.635431 1.302 -0.002 0.692
H 1.368905 -0.384016 -0.828312 -0.553 -0.143 0.032
H 0.451899 -2.043130 -1.143973 0.483 -0.686 0.242
H -0.585265 0.139998 2.311122 -2.031 -1.105 3.609
H 0.980452 -0.205930 1.544684 -0.675 0.880 -0.362
```
Positions in Å, forces in eV/Å.

Computed properties:
- Strongest force on any atom: 4.67 eV/A
- Spin multiplicity: 1
- Kohn-Sham gap (spin up / spin down): 8.07 / 8.08 eV
- E_tot: -624.9437 Ha
- Energy above the lowest of the compared OMol25 structures with the same formula, charge and spin: 755.0 kJ/mol
- E_LUMO (spin up / spin down): -0.0183 / -0.0180 Ha

Computed, not measured: the molecule C2H4NO2P, with the ωB97M-V functional and the def2-TZVPD basis.

Geometry as XYZ:
```
10
Properties=species:S:1:pos:R:3:forces:R:3
C -1.293260 -0.469761 0.963072 0.221 -3.529 1.784
C -0.745460 0.474037 0.021034 0.789 1.357 -1.387
N -1.459493 -1.444873 1.613630 0.363 2.634 -1.689
O 0.334927 -0.144986 -0.598312 -1.594 -1.193 0.379
O 2.710980 -0.378410 -1.452430 0.730 -1.073 -0.900
P 1.945517 0.557801 -0.619696 -0.012 1.637 1.313
H -1.513641 0.728890 -0.722848 -0.125 0.054 0.265
H -0.449567 1.393603 0.545363 -0.118 0.026 0.216
H -1.049082 -2.361350 1.741316 -0.197 -0.065 0.181
H 1.519079 1.645049 -1.491128 -0.057 0.153 -0.162
```
Positions in Å, forces in eV/Å.

Computed properties:
- Strongest force on any atom: 3.96 eV/A
- Spin multiplicity: 1
- Kohn-Sham gap (spin up / spin down): 5.03 / 3.87 eV
- E_tot: -625.0546 Ha
- Energy above the lowest of the compared OMol25 structures with the same formula, charge and spin: 463.8 kJ/mol
- E_LUMO (spin up / spin down): -0.0716 / -0.0938 Ha

Computed, not measured: the molecule C2H4NO2P, with the ωB97M-V functional and the def2-TZVPD basis.

Geometry as XYZ:
```
10
Properties=species:S:1:pos:R:3:forces:R:3
C -0.712626 0.656523 -0.126738 -0.527 -1.948 -2.972
C -0.665165 -0.834516 0.150639 1.315 0.733 2.608
N 1.607852 0.164718 0.003610 0.450 0.068 0.001
O 2.744160 0.586444 0.157001 -0.939 0.419 -0.377
O 0.580168 1.120396 -0.046888 2.574 2.446 -0.080
P 1.120793 -1.383724 -0.155024 -1.078 -0.956 0.397
H -1.241474 0.769729 -1.145341 1.414 0.181 0.844
H -1.181622 1.356475 0.472439 -1.679 0.574 1.851
H -1.003670 -1.072134 1.178510 0.457 -0.059 -0.379
H -1.248413 -1.363915 -0.488208 -1.986 -1.458 -1.894
```
Positions in Å, forces in eV/Å.

Computed properties:
- Strongest force on any atom: 3.59 eV/A
- Structure (SMILES): [O-][N+]1=PCCO1
- Spin multiplicity: 1
- Kohn-Sham gap (spin up / spin down): 8.33 / 8.33 eV
- E_tot: -625.0421 Ha
- Energy above the lowest of the compared OMol25 structures with the same formula, charge and spin: 496.8 kJ/mol
- E_LUMO (spin up / spin down): -0.0075 / -0.0075 Ha

Computed, not measured: a cluster of 2 separate species, C2H4NO2S in total, with the ωB97M-V functional and the def2-TZVPD basis.

Geometry as XYZ:
```
10
Properties=species:S:1:pos:R:3:forces:R:3
C -0.886054 -0.004260 0.167252 0.204 0.997 -0.743
C -1.960908 0.335024 -0.665271 0.719 0.566 -1.436
N -0.982165 -0.633938 1.310894 0.861 -0.779 0.823
O 3.138157 -0.719578 -0.958928 -1.095 0.787 1.265
O 3.005049 1.107889 0.677096 -0.091 0.195 0.023
S 2.399994 -0.081541 0.142948 1.156 -1.056 -1.108
H 0.180564 0.356904 -0.120303 -1.042 0.011 -0.142
H -2.046482 0.905804 -1.649385 1.200 -0.540 1.516
H -2.777238 -0.333538 -0.641245 -1.093 -0.634 0.615
H -0.070918 -0.932765 1.736945 -0.819 0.455 -0.813
```
Positions in Å, forces in eV/Å.

Computed properties:
- Strongest force on any atom: 2.01 eV/A
- Total charge: -1
- Spin multiplicity: 1
- Kohn-Sham gap: 4.34 eV
- E_tot: -681.9776 Ha
- Energy above the lowest of the compared OMol25 structures with the same formula, charge and spin: 290.1 kJ/mol
- E_LUMO: 0.0852 Ha

Computed, not measured: a cluster of 2 separate species, C2H4NO2S in total, with the ωB97M-V functional and the def2-TZVPD basis.

Geometry as XYZ:
```
10
Properties=species:S:1:pos:R:3:forces:R:3
C 1.874412 -1.949999 0.257823 -0.737 1.319 -1.039
C -0.336321 1.416199 -0.075453 1.848 -1.411 -2.699
N 1.402476 -0.964042 -0.100948 0.492 -1.024 0.725
O -2.133898 0.075154 -1.297482 -0.644 -0.267 0.375
O -1.532831 -0.558164 1.097800 -0.645 -0.220 0.477
S -1.571603 0.271087 -0.025378 0.605 -0.120 -1.174
H 2.285536 -2.909738 0.417549 0.340 -0.503 0.378
H -0.338429 2.067226 -0.962606 -0.268 -0.700 0.095
H -0.192232 1.975153 0.749066 0.102 1.630 3.265
H 0.542888 0.577120 -0.060371 -1.093 1.296 -0.403
```
Positions in Å, forces in eV/Å.

Computed properties:
- Strongest force on any atom: 3.65 eV/A
- Total charge: +1
- Spin multiplicity: 1
- Kohn-Sham gap: 10.36 eV
- E_tot: -681.6265 Ha
- Energy above the lowest of the compared OMol25 structures with the same formula, charge and spin: 99.4 kJ/mol
- E_LUMO: -0.2626 Ha

Q: Number 3 is which compound?
A: C2H4NO2P